1.
{"formula": "C39H28Cl6N8O4S3SeSr", "method": "wB97M-V/def2-TZVPD", "species": ["H", "C", "Cl", "H", "C", "S", "H", "H", "N", "C", "C", "C", "C", "S", "Cl", "C", "H", "N", "C", "H", "C", "H", "C", "C", "O", "H", "N", "H", "C", "C", "H", "C", "Cl", "H", "H", "H", "H", "C", "C", "C", "Sr", "C", "C", "C", "H", "Cl", "C", "N", "Cl", "C", "H", "H", "N", "C", "N", "C", "C", "C", "C", "O", "H", "H", "Cl", "H", "Se", "H", "C", "C", "C", "H", "C", "H", "H", "C", "S", "C", "C", "H", "H", "N", "C", "C", "N", "O", "C", "C", "C", "H", "H", "O"], "positions_angstrom": [[2.12343, -2.97579, 8.10440], [-2.27567, -3.14631, -0.46494], [1.19515, 4.72448, -0.30093], [3.29995, -0.44281, 2.45799], [1.85264, -2.21453, 4.82157], [-2.58186, -4.64724, -1.25692], [3.52164, -2.45830, 6.13254], [-3.92582, -3.19256, 0.87480], [-0.60226, -1.59157, 2.46120], [-2.10036, 3.19331, 2.06120], [-2.90432, 2.08064, -3.59064], [-2.84284, 1.05039, -4.52798], [-1.34603, 2.05611, 2.06002], [-3.68761, 2.85257, 1.52795], [5.65074, 1.69345, 0.03650], [-2.32490, 1.26027, -5.79557], [-2.54457, -1.78283, -4.75912], [0.06613, -0.85161, -2.97407], [-2.45040, 3.35554, -3.87997], [-0.33535, -3.03411, 7.90080], [0.36162, -2.66636, -4.36229], [-2.49357, 4.14875, -3.14629], [-1.87411, 2.53869, -6.09042], [2.44380, -2.47825, 6.04427], [1.98489, -2.64012, 1.50001], [-3.94981, 0.46624, 0.97600], [-1.47805, -2.36065, -1.12365], [0.37572, 3.96802, 3.09584], [-0.20368, -2.17606, -3.22329], [1.31007, 1.07917, -3.91220], [-1.41961, -4.80317, -3.40268], [-0.33259, -2.52627, 5.82485], [1.45567, -3.66516, 0.62935], [-4.07082, -1.25932, -5.51682], [-3.67161, 2.00164, -1.59039], [0.55603, 1.74546, -3.49581], [-2.28790, 0.46404, -6.52729], [1.24271, 2.01224, -0.58042], [-1.07128, -2.91986, -2.31559], [-1.57205, -4.16290, -2.55027], [0.40525, -1.26530, 0.19759], [-3.53219, -1.35842, -4.57343], [3.26571, 0.58488, 2.79747], [-2.88874, -2.85932, 0.85849], [-1.40979, -2.54126, 5.72809], [3.91625, -0.86008, -0.41516], [-3.23492, 1.19078, 1.34268], [0.73839, 3.04379, 2.94768], [4.27528, 4.49574, 0.16865], [2.03871, 2.64616, 3.15420], [5.32571, 0.70691, 3.32834], [-1.81623, 4.20073, 2.31756], [-3.50840, 1.53583, -2.46709], [-3.82038, 0.23194, -2.67675], [-2.01021, 0.93032, 1.64247], [-1.93251, 3.56646, -5.14987], [1.96759, 3.17590, -0.34974], [-0.13396, -1.90350, 3.46081], [1.65709, -2.76743, 7.15052], [2.22610, -4.84745, 0.71459], [1.54457, 1.37972, -4.93221], [5.23126, 3.03817, 4.07555], [-0.45944, 2.14993, -0.92335], [2.44165, -2.01244, 3.93970], [-4.72969, -0.84531, -1.53385], [-4.08870, -2.01770, -3.91224], [1.76898, 0.73203, -0.55924], [0.27355, -2.79809, 7.03848], [2.07640, 1.30991, 2.72620], [0.31744, -3.66703, -4.75877], [3.14762, 0.69954, -0.38562], [2.20933, 1.16919, -3.29884], [-2.83833, -1.79416, 1.06804], [4.32907, 2.56987, 3.70495], [1.26287, -1.44289, -5.14500], [3.94647, 1.82870, -0.19031], [0.46108, -2.22964, 4.71814], [-2.33294, -3.39203, 1.63070], [-1.57194, 4.55136, -5.41466], [0.83089, 0.92639, 2.26920], [3.15830, 3.29951, 3.65480], [0.06476, 1.97803, 2.41626], [-3.41042, -0.06907, -3.93657], [0.08732, -3.90132, 0.99106], [3.34317, 3.08180, -0.14184], [4.38070, 1.23212, 3.28608], [0.81986, -0.32680, -3.88263], [-1.47644, 2.74655, -7.07498], [3.12085, 4.32970, 3.98454], [1.46989, -3.12795, -0.71243]], "atomic_forces_ev_per_a": [[0.0, 0.0, 0.0], [-0.3, -0.4, -0.3], [0.0, 0.1, 0.0], [0.1, 0.0, 0.0], [-0.1, 0.0, 0.0], [0.1, 0.3, 0.0], [0.0, 0.0, 0.0], [0.0, 0.1, 0.0], [-0.2, -0.3, 0.9], [0.0, 0.0, 0.0], [0.0, 0.0, 0.0], [0.0, 0.2, 0.0], [-0.4, 0.3, 0.0], [0.2, -0.2, 0.0], [0.1, 0.0, 0.0], [0.0, -0.1, 0.0], [0.0, 0.0, 0.0], [-0.2, 0.0, 0.5], [0.0, -0.1, 0.0], [0.0, 0.0, 0.0], [0.1, 0.0, 0.0], [0.0, 0.0, 0.0], [0.0, 0.0, -0.1], [0.0, 0.0, 0.0], [0.5, 0.2, 0.5], [0.0, 0.0, -0.1], [-0.2, -0.1, -0.1], [0.0, 0.0, 0.0], [0.2, 0.1, -0.4], [0.0, 0.0, 0.1], [0.0, 0.0, 0.0], [0.0, 0.0, -0.1], [1.1, -2.9, 0.5], [0.0, 0.0, 0.0], [-0.1, -0.1, 0.0], [0.0, 0.0, 0.0], [0.0, 0.0, 0.0], [0.5, -0.1, 0.0], [-0.3, -0.4, 0.0], [-0.1, 0.0, 0.1], [-1.6, 3.4, -0.3], [0.0, -0.1, -0.1], [-0.1, 0.0, 0.0], [0.1, -0.1, 0.0], [0.0, 0.0, 0.0], [0.3, -0.3, 0.0], [-0.2, 0.3, 0.0], [-0.1, 0.1, 0.0], [0.0, 0.0, 0.0], [0.1, -0.2, -0.1], [0.0, 0.0, 0.0], [0.0, 0.0, 0.0], [0.2, 0.0, -0.1], [-0.1, 0.1, -0.2], [0.2, -0.2, 0.0], [0.0, 0.0, 0.1], [-0.1, 0.0, 0.0], [-0.3, 0.1, 0.0], [0.0, 0.0, 0.0], [0.1, -0.1, 0.0], [0.0, 0.1, 0.0], [0.0, 0.0, 0.0], [-0.5, 0.1, -0.2], [0.1, 0.0, 0.0], [-0.2, -0.1, 0.3], [0.0, 0.0, 0.0], [0.9, 0.9, -0.3], [0.0, 0.0, 0.0], [0.1, 0.2, 0.2], [0.0, 0.0, 0.0], [-0.3, 0.5, -0.1], [0.0, 0.0, 0.0], [0.0, 0.0, 0.0], [0.0, 0.0, 0.0], [-0.2, 0.1, 0.3], [0.0, -0.1, 0.0], [0.2, 0.0, 0.2], [0.0, 0.0, 0.0], [0.0, 0.0, 0.0], [-0.3, 0.0, -0.1], [0.0, 0.1, 0.0], [0.3, -0.2, 0.1], [0.1, 0.0, 0.2], [-0.3, -0.1, 0.1], [-0.1, -0.1, 0.0], [0.0, -0.1, 0.0], [0.2, -0.2, -0.4], [0.0, 0.0, 0.0], [0.0, 0.0, 0.0], [0.5, -0.6, -1.0]], "mulliken_charge": [0.40, 0.06, -0.19, 0.52, -0.01, -0.33, 0.42, 0.53, 0.49, -0.52, 0.32, 0.60, -0.38, -0.20, -0.16, -0.51, 0.33, 0.48, -0.75, 0.40, -0.37, 0.45, -0.77, -0.89, -0.52, 0.43, 1.22, 0.26, -0.19, -0.80, 0.48, -0.51, 1.58, 0.42, 0.10, -0.14, 0.47, 1.21, -0.37, -0.46, 0.91, -1.09, 0.11, -1.13, 0.49, -0.10, -0.33, 0.20, -0.20, 0.65, 0.47, 0.36, 0.22, -0.32, 0.42, -0.54, -0.42, -0.09, -0.36, -0.77, 0.61, 0.40, 0.44, 0.45, -0.26, 0.27, -2.52, -0.61, 0.25, 0.46, 1.05, 0.13, -0.16, -0.61, -0.29, -0.21, 0.14, 0.33, 0.40, 0.56, -1.32, -0.25, 0.33, -0.56, 0.40, -1.47, 0.23, 0.40, 0.45, -0.62], "total_energy_ev": -234828.3290, "homo_lumo_gap_ev": 7.83, "e_lumo_ev": 0.21}

---

2.
{"formula": "C39H28ClN8O3RbS3", "method": "wB97M-V/def2-TZVPD", "species": ["C", "H", "C", "N", "H", "S", "C", "C", "H", "H", "H", "C", "S", "N", "H", "C", "H", "C", "C", "N", "Cl", "C", "H", "H", "O", "H", "C", "C", "H", "C", "H", "S", "C", "Rb", "C", "C", "C", "C", "C", "C", "H", "C", "N", "H", "H", "H", "O", "H", "C", "C", "H", "C", "C", "C", "C", "C", "C", "H", "C", "N", "C", "H", "N", "C", "H", "H", "H", "C", "C", "O", "C", "H", "C", "C", "H", "H", "C", "C", "N", "H", "N", "H", "C"], "positions_angstrom": [[1.99896, -1.75539, -0.25436], [0.45866, 3.89171, 1.76834], [2.00406, 2.44301, -2.43486], [0.92086, 2.18641, -0.32536], [-7.85964, 2.27971, 0.15554], [4.13066, -3.83879, -6.61446], [-0.87524, -3.20239, 7.53534], [-1.16854, -1.99469, 6.91034], [1.64966, -5.11129, 1.43944], [-3.42974, 4.49541, 2.54014], [5.52896, -1.86909, -6.22816], [-5.89574, 0.57531, -2.00596], [1.88936, -3.93919, -4.65916], [-1.67534, 0.25541, 4.91264], [0.00266, -5.15069, 7.38494], [-2.10514, 1.31071, 4.18574], [0.46236, 1.02181, -1.94566], [1.67716, 3.15731, 0.17084], [-3.23184, 1.96221, 4.74554], [0.83176, -3.15649, 2.78964], [-8.42454, 1.42081, -2.48606], [3.95056, 1.63771, -6.37756], [2.98236, -2.76019, -1.87946], [-5.90294, 0.18641, -3.01546], [1.74486, 2.45931, 2.50594], [3.20306, 4.63111, -0.16946], [-0.97854, -0.78389, 4.56764], [0.15746, -2.36839, 3.56454], [2.12176, 2.10671, -3.45286], [-4.69154, 0.91441, 0.13094], [2.17846, 0.69891, -5.60786], [-0.14484, -2.20889, -3.17176], [3.09016, -3.07959, -5.57616], [-1.23184, -0.15049, 0.84834], [1.08596, 1.83171, -1.59006], [-0.06224, -2.84809, 4.94874], [0.24086, -4.04169, 5.56684], [2.61146, 3.83841, -0.60406], [-3.09034, 3.59271, 3.02774], [-0.75814, -1.83269, 5.60144], [5.85256, 2.28951, -7.12796], [1.77066, -4.17329, 0.91744], [1.42376, -1.79689, 0.93504], [-3.83344, -0.70429, -2.81716], [-5.85404, 2.01291, 1.57274], [3.51076, 2.62611, -6.41816], [-3.70814, 0.78721, 0.88114], [2.09206, -0.76999, -0.69626], [-0.18434, -4.21209, 6.87624], [2.76696, 3.48381, -1.93196], [0.77286, -4.81009, 5.02684], [-3.70984, 3.11471, 4.17894], [-5.87864, 1.60971, 0.56994], [-3.64684, -0.33269, -1.78096], [1.29766, -2.99099, 1.52984], [1.48236, 3.51691, 1.62834], [3.75706, -0.71099, -5.87036], [-4.54724, 3.64461, 4.62054], [2.51206, -2.85939, -0.91316], [2.96426, -1.74419, -5.36426], [-4.75054, 0.39511, -1.22206], [2.18506, 4.31391, 1.89714], [1.91666, -1.34549, -4.59166], [5.26336, 1.45011, -6.78346], [2.78666, -4.99169, -0.78106], [-1.52924, 3.21291, 1.61544], [-3.68704, 1.52451, 5.62184], [2.39246, -4.10209, -0.30376], [5.81436, 0.18181, -6.73246], [-2.57944, -0.57829, -1.25366], [-6.98384, 1.75871, -0.21046], [-1.71314, -1.21359, 7.42334], [1.19046, -2.29349, -4.10846], [3.20026, 0.57011, -5.92756], [1.01476, 1.82121, 2.45924], [3.47936, 4.00611, -2.55856], [-2.01514, 2.87911, 2.52904], [-6.98734, 1.23261, -1.50786], [-1.49904, 1.79851, 3.09234], [6.83556, 0.02911, -7.05136], [-0.44834, -1.17289, 3.39204], [-1.20124, -3.36879, 8.55594], [5.07906, -0.89339, -6.27296]], "atomic_forces_ev_per_a": [[0.5, -0.1, -0.4], [0.2, 0.1, 0.0], [0.0, 0.1, 0.0], [-0.3, -0.2, 0.5], [0.0, 0.0, 0.0], [0.5, -0.6, -0.4], [-0.1, 0.0, 0.2], [0.0, 0.1, -0.1], [0.0, 0.0, 0.1], [0.0, 0.0, -0.1], [0.0, 0.0, 0.0], [-0.1, 0.1, 0.1], [0.0, 1.4, 0.0], [0.3, -1.0, 0.7], [0.0, 0.0, 0.0], [-0.3, 0.8, -0.1], [0.0, -0.1, -0.1], [0.3, 0.4, 0.1], [0.0, 0.0, -0.2], [-0.5, -0.2, 1.3], [-0.2, 0.1, -0.2], [0.1, 0.0, -0.1], [0.0, 0.1, -0.1], [0.0, -0.1, -0.1], [0.0, -0.4, 0.1], [0.0, 0.0, 0.1], [-0.3, 0.4, 0.2], [0.4, -0.6, -0.3], [-0.1, -0.1, -0.1], [-0.3, 0.0, -0.3], [0.0, 0.0, 0.0], [-1.2, 0.1, 0.8], [-0.1, 0.0, 0.0], [0.9, 0.0, 0.4], [0.1, -0.1, -0.3], [-0.4, 0.3, 0.6], [0.0, 0.1, -0.1], [-0.1, 0.0, 0.1], [0.1, 0.1, 0.0], [0.4, -0.8, 0.0], [0.0, 0.0, 0.0], [-0.1, 0.2, 0.0], [-0.5, 0.0, 0.5], [0.1, 0.0, 0.1], [0.0, 0.0, 0.1], [-0.1, 0.0, 0.0], [0.1, 0.1, 0.4], [0.0, 0.0, -0.1], [0.0, -0.1, 0.1], [0.0, -0.1, -0.1], [0.0, -0.1, -0.1], [0.0, 0.0, -0.1], [0.0, 0.1, 0.2], [-0.1, -0.2, -0.6], [0.5, -0.1, -0.8], [-0.1, 0.2, -0.1], [0.4, 0.6, -0.3], [0.0, 0.0, 0.0], [0.1, 0.0, -0.1], [0.0, -1.4, 0.1], [-0.1, 0.2, 0.5], [-0.1, 0.0, -0.1], [-0.3, 1.2, 0.5], [0.1, 0.2, -0.1], [0.0, 0.0, 0.0], [-0.1, 0.0, 0.0], [0.1, 0.0, 0.1], [0.0, 0.2, -0.1], [0.0, 0.2, 0.0], [-0.3, -0.2, -0.6], [0.1, 0.0, 0.0], [0.0, 0.0, 0.0], [0.8, -1.4, -0.7], [-0.1, -0.1, 0.0], [0.0, 0.1, 0.1], [0.0, -0.1, 0.0], [-0.3, 0.6, -0.1], [0.0, -0.1, -0.3], [0.2, -0.6, 0.2], [0.1, -0.1, 0.0], [0.1, 0.6, -0.6], [0.0, 0.0, 0.0], [0.0, -0.2, 0.1]], "mulliken_charge": [-0.25, 0.01, -0.50, 0.17, 0.39, -0.49, -0.49, -0.18, 0.41, 0.40, 0.25, -0.79, -0.17, -0.39, 0.37, 0.20, 0.51, 0.55, -0.64, -0.35, -0.30, -0.64, 0.54, 0.35, -0.55, 0.31, -0.31, -0.31, 0.31, -0.43, 0.50, -0.21, 0.26, 0.98, -0.34, 0.16, -0.08, -0.72, -1.04, -0.17, 0.36, -0.52, -0.20, 0.25, 0.42, 0.36, -0.38, 0.43, -0.56, -0.44, 0.51, -0.46, -0.49, -0.35, 0.23, -0.30, 0.47, 0.36, -0.56, 0.54, 0.87, 0.35, -0.75, -0.37, 0.39, 0.39, 0.44, -0.58, -0.69, -0.41, -0.57, 0.50, -0.10, -0.23, 0.25, 0.40, 0.03, 0.32, 0.25, 0.35, 0.22, 0.36, -0.41], "total_energy_ev": -104648.1572, "charge": -2, "homo_lumo_gap_ev": 6.21, "e_lumo_ev": 3.69}